# 1
35
Properties=species:S:1:pos:R:3:lowdin_charge:R:1 method="wB97M-V/def2-TZVPD" charge=0 multiplicity=1
C 2.856 0.238 1.082 -0.088
O 2.200 0.916 0.023 -0.186
C 0.814 0.769 0.074 -0.283
C 0.171 1.775 -0.853 -0.159
C -1.359 1.738 -0.861 -0.207
C -2.100 2.125 0.424 -0.167
C -2.238 1.049 1.534 -0.099
C -2.322 -0.333 1.016 -0.286
N -1.362 -1.234 1.133 0.221
C -1.778 -2.317 0.473 -0.374
N -1.046 -3.413 0.337 0.224
N -3.013 -2.116 -0.023 0.154
N -3.357 -0.840 0.331 0.143
H 2.303 -0.669 1.352 0.078
H 3.846 -0.064 0.743 0.085
H 2.915 0.900 1.950 0.086
H 0.571 -0.250 -0.256 0.113
H 0.462 0.896 1.108 0.105
H 0.552 2.773 -0.637 0.126
H 0.489 1.524 -1.867 0.127
H -1.689 0.761 -1.230 0.101
H -1.676 2.458 -1.618 0.112
H -1.597 2.985 0.869 0.122
H -3.102 2.460 0.153 0.105
H -3.150 1.265 2.097 0.125
H -1.425 1.072 2.254 0.120
H -1.292 -4.191 -0.247 0.128
H -0.132 -3.405 0.762 0.137
H -3.600 -2.735 -0.554 0.183
H -4.226 -0.403 0.079 0.189
C 4.691 -0.746 -1.920 -0.562
O 5.857 -0.943 -1.307 -0.429
H 4.716 -0.595 -3.040 0.025
H 3.928 -1.595 -1.814 0.015
H 4.095 0.146 -1.566 0.016

=====

# 2
199
Properties=species:S:1:pos:R:3:lowdin_charge:R:1 method="wB97M-V/def2-TZVPD" charge=+1 de_lowest_kcal_mol=0.00 multiplicity=1
C 10.100 1.505 -24.599 0.042
C 8.699 1.082 -25.174 -0.319
O 8.485 0.898 -26.349 0.149
N 7.614 1.015 -24.081 0.074
H 7.968 0.727 -23.180 0.068
H 7.192 1.882 -23.781 0.049
C 6.522 -0.044 -24.332 0.023
H 10.001 2.387 -23.966 0.090
H 10.765 1.760 -25.424 0.094
H 10.502 0.713 -23.967 0.063
H 5.891 0.327 -25.139 0.107
H 5.990 -0.212 -23.395 0.066
H 7.041 -0.945 -24.659 0.084
C -0.294 -6.601 -22.561 0.003
C -1.581 -6.265 -21.744 -0.384
C -2.288 -7.577 -21.348 -0.166
C -3.311 -7.497 -20.248 -0.194
C -2.528 -7.074 -19.091 -0.144
C -2.005 -5.608 -19.060 -0.368
N -1.293 -5.449 -20.404 0.169
O -0.441 -4.371 -20.610 0.151
C -0.907 -5.305 -17.944 0.016
C -3.110 -4.528 -18.959 0.017
C -2.559 -5.447 -22.573 -0.014
H -0.486 -6.837 -23.608 0.105
H 0.202 -7.483 -22.157 0.073
H 0.372 -5.749 -22.426 0.076
H -1.557 -8.341 -21.080 0.127
H -2.787 -7.967 -22.234 0.136
H -3.666 -8.527 -20.275 0.138
H -4.101 -6.818 -20.567 0.120
H -1.703 -7.770 -18.939 0.138
H -3.226 -7.277 -18.280 0.137
H -0.579 -4.266 -17.902 0.087
H 0.003 -5.895 -18.051 0.059
H -1.247 -5.580 -16.946 0.100
H -3.643 -4.695 -18.023 0.110
H -3.851 -4.577 -19.757 0.080
H -2.762 -3.500 -19.060 0.098
H -2.760 -5.888 -23.549 0.108
H -2.197 -4.437 -22.766 0.100
H -3.516 -5.280 -22.079 0.082
C 5.718 -3.819 -17.546 0.003
C 5.493 -2.661 -18.609 -0.383
C 6.167 -3.050 -19.912 -0.142
C 5.806 -2.232 -21.144 -0.127
C 4.218 -2.344 -21.320 -0.083
C 3.464 -1.798 -20.064 -0.380
N 4.018 -2.437 -18.847 0.125
O 3.250 -2.542 -17.736 0.150
C 1.959 -2.233 -20.196 -0.001
C 3.737 -0.256 -20.038 0.016
C 6.160 -1.392 -17.997 0.003
H 6.790 -3.970 -17.417 0.095
H 5.370 -4.750 -17.994 0.050
H 5.164 -3.512 -16.659 0.066
H 5.720 -4.034 -20.046 0.091
H 7.208 -3.280 -19.686 0.126
H 6.350 -2.651 -21.991 0.088
H 6.167 -1.207 -21.067 0.082
H 3.848 -3.350 -21.520 0.081
H 3.964 -1.813 -22.238 0.125
H 1.592 -2.128 -21.217 0.106
H 1.320 -1.744 -19.461 0.049
H 1.920 -3.304 -19.995 0.054
H 4.775 0.064 -20.125 0.068
H 3.418 0.249 -19.126 0.068
H 3.230 0.106 -20.933 0.097
H 6.085 -0.481 -18.590 0.063
H 7.248 -1.437 -17.948 0.086
H 5.767 -1.217 -16.996 0.068
C 9.255 -5.789 -25.876 -0.015
C 8.306 -5.993 -24.708 -0.407
C 7.381 -7.158 -25.081 -0.131
C 6.691 -7.681 -23.832 -0.151
C 7.737 -8.132 -22.794 -0.121
C 8.736 -7.108 -22.189 -0.426
N 9.169 -6.268 -23.401 0.161
O 10.228 -5.443 -23.104 0.172
C 9.981 -7.752 -21.613 -0.008
C 7.879 -6.236 -21.253 -0.009
C 7.561 -4.694 -24.388 -0.004
H 9.825 -6.705 -26.034 0.099
H 9.910 -4.990 -25.530 0.086
H 8.837 -5.425 -26.815 0.115
H 8.006 -7.900 -25.578 0.120
H 6.624 -6.923 -25.829 0.140
H 6.085 -8.571 -24.003 0.130
H 6.021 -6.891 -23.493 0.090
H 8.429 -8.842 -23.246 0.118
H 7.305 -8.698 -21.969 0.130
H 10.655 -7.042 -21.132 0.095
H 10.454 -8.278 -22.442 0.097
H 9.864 -8.495 -20.824 0.106
H 6.942 -5.738 -21.505 0.069
H 8.431 -5.417 -20.791 0.083
H 7.604 -6.802 -20.363 0.107
H 8.236 -3.841 -24.468 0.072
H 7.104 -4.567 -23.407 0.070
H 6.789 -4.457 -25.119 0.112
C 5.433 -6.603 -15.043 -0.081
C 6.520 -5.926 -14.189 -0.195
C 7.906 -6.798 -14.094 -0.041
N 8.962 -6.082 -13.176 -0.234
C 8.515 -6.301 -11.715 0.034
C 9.216 -4.582 -13.425 -0.077
C 10.157 -4.595 -14.646 -0.122
C 11.132 -5.723 -14.267 -0.167
C 10.403 -6.641 -13.328 -0.105
H 4.537 -5.986 -15.117 0.084
H 5.289 -7.574 -14.571 0.075
H 5.849 -6.800 -16.032 0.063
H 6.101 -5.557 -13.253 0.104
H 6.810 -5.002 -14.690 0.069
H 8.388 -6.965 -15.057 0.123
H 7.645 -7.779 -13.696 0.116
H 9.379 -6.101 -11.081 0.099
H 8.228 -7.343 -11.577 0.106
H 7.733 -5.555 -11.572 0.102
H 9.773 -4.320 -12.525 0.144
H 8.257 -4.063 -13.439 0.085
H 10.601 -3.606 -14.757 0.131
H 9.704 -4.931 -15.579 0.113
H 12.069 -5.309 -13.894 0.122
H 11.389 -6.202 -15.211 0.114
H 11.011 -6.646 -12.424 0.128
H 10.326 -7.687 -13.628 0.131
C 5.009 2.542 -17.409 -0.063
C 4.544 1.988 -16.047 -0.222
C 3.124 2.390 -15.685 -0.083
N 2.432 1.427 -14.669 -0.213
C 3.025 1.628 -13.221 0.066
C 0.952 1.597 -14.729 -0.128
C 0.332 0.443 -13.937 -0.118
C 1.322 -0.684 -14.307 -0.138
C 2.503 -0.058 -15.075 -0.085
H 5.358 3.575 -17.427 0.093
H 4.301 2.257 -18.186 0.056
H 5.881 1.924 -17.623 0.067
H 5.198 2.373 -15.265 0.115
H 4.698 0.912 -16.124 0.078
H 2.489 2.348 -16.570 0.120
H 3.016 3.388 -15.260 0.138
H 4.012 1.166 -13.211 0.084
H 2.511 1.152 -12.386 0.100
H 3.098 2.698 -13.024 0.104
H 0.764 2.579 -14.294 0.143
H 0.608 1.493 -15.758 0.113
H 0.489 0.682 -12.885 0.100
H -0.693 0.306 -14.283 0.127
H 1.633 -1.292 -13.457 0.112
H 0.716 -1.374 -14.894 0.100
H 3.451 -0.505 -14.775 0.087
H 2.407 -0.069 -16.161 0.112
N 3.508 -5.390 -20.053 -0.245
S 3.725 -6.585 -21.182 0.538
O 2.577 -7.271 -21.721 -0.273
O 4.876 -7.480 -21.035 -0.284
F 4.126 -5.638 -22.400 -0.192
S 3.268 -6.378 -18.898 0.465
O 4.402 -7.048 -18.281 -0.282
O 1.970 -7.052 -18.868 -0.294
F 2.992 -5.214 -17.784 -0.222
N 0.926 0.539 -18.426 -0.253
S 0.503 1.458 -19.831 0.625
O -0.416 2.563 -19.642 -0.243
O 0.566 0.734 -21.110 -0.277
F 1.881 2.305 -19.790 -0.210
S -0.417 0.062 -18.221 0.316
O -0.982 -0.767 -19.273 -0.302
O -1.411 0.813 -17.463 -0.288
F 0.044 -0.958 -17.101 -0.210
N 6.256 -0.618 -14.355 -0.231
S 5.643 -1.973 -13.494 0.569
O 6.551 -2.597 -12.574 -0.273
O 4.817 -2.873 -14.267 -0.292
F 4.428 -1.377 -12.626 -0.186
S 7.512 -1.302 -14.672 0.443
O 7.529 -2.614 -15.424 -0.333
O 8.664 -1.007 -13.775 -0.298
F 7.878 -0.273 -15.851 -0.199
N 6.447 3.184 -23.136 -0.307
S 5.007 3.196 -22.263 0.586
O 3.868 3.693 -22.976 -0.232
O 5.045 3.319 -20.802 -0.272
F 4.991 1.613 -22.543 -0.236
S 6.514 4.713 -23.255 0.474
O 6.852 5.509 -22.055 -0.277
O 5.765 5.365 -24.352 -0.282
F 7.935 4.635 -23.899 -0.200
N 8.830 -0.425 -22.119 -0.306
S 9.622 -1.683 -22.285 0.538
O 8.948 -2.979 -21.930 -0.332
O 11.081 -1.632 -22.044 -0.278
F 9.674 -1.705 -23.961 -0.233
S 9.191 -0.074 -20.537 0.625
O 10.185 0.996 -20.356 -0.246
O 9.281 -1.245 -19.681 -0.281
F 7.793 0.601 -20.025 -0.191

=====

# 3
25
Properties=species:S:1:pos:R:3:lowdin_charge:R:1 method="wB97M-V/def2-TZVPD" charge=+1 de_lowest_kcal_mol=137.38 multiplicity=1
C 0.404 0.106 2.608 -0.103
C 1.672 -3.305 -0.364 0.068
C -0.783 0.131 -1.536 -0.100
C 0.987 1.433 -0.193 0.066
C -1.541 1.564 -1.406 -0.169
C 0.305 -1.657 0.922 -0.076
C 0.164 0.124 -0.373 -0.124
C -0.359 1.094 0.558 -0.424
N 1.081 -2.806 0.642 0.011
N 0.760 -1.019 2.133 0.135
N -1.616 1.609 -0.008 0.032
N -0.282 0.984 1.947 0.168
H 0.728 0.429 3.530 0.149
H 2.089 -4.193 -0.076 0.063
H 1.528 -2.908 -1.312 0.077
H -1.600 -0.562 -1.532 0.105
H -0.392 0.235 -2.512 0.098
H 1.986 1.313 0.273 0.119
H 1.112 1.978 -1.077 0.080
H -0.788 2.175 -1.871 0.098
H -2.507 1.576 -1.943 0.139
H -0.648 -1.906 0.625 0.116
H 1.462 -1.560 2.667 0.190
H -1.805 2.439 0.462 0.103
H -0.916 1.493 2.537 0.179

=====

# 4
72
Properties=species:S:1:pos:R:3:lowdin_charge:R:1 method="wB97M-V/def2-TZVPD" charge=0 de_lowest_kcal_mol=10.34 multiplicity=1
O -2.362 1.189 0.642 -0.314
C -3.431 0.411 0.490 -0.490
C -3.935 -0.191 1.819 -0.195
C -3.046 -0.524 2.842 -0.043
H -1.977 -0.333 2.713 0.075
C -3.544 -1.104 4.013 -0.081
H -2.838 -1.351 4.800 0.099
C -4.916 -1.318 4.155 -0.109
H -5.298 -1.752 5.078 0.093
C -5.799 -0.978 3.129 -0.098
H -6.869 -1.131 3.237 0.093
C -5.306 -0.416 1.950 -0.054
H -5.972 -0.157 1.125 0.112
H -4.275 1.041 0.097 0.125
C -3.547 -0.196 -2.095 -0.107
C -3.199 -0.742 -0.719 -0.409
H -4.463 -0.735 -2.447 0.090
H -2.762 -0.348 -2.870 0.037
H -3.782 0.884 -2.035 0.078
C -3.411 -2.065 -0.438 -0.191
C -3.707 -3.165 -1.394 -0.092
H -3.407 -2.374 0.601 0.085
H -4.735 -3.532 -1.226 0.093
H -3.044 -4.024 -1.205 0.083
H -3.623 -2.905 -2.461 0.067
Bi -0.600 -0.663 -0.583 1.389
Cl -0.620 -2.684 1.052 -0.150
Cl -0.505 -2.015 -2.742 -0.122
C 2.557 -1.993 -1.218 -0.336
O 2.016 -0.869 -1.056 -0.199
N 3.735 -2.224 -1.813 -0.173
C 4.527 -1.210 -2.502 -0.029
C 4.190 -3.606 -1.972 -0.043
H 2.059 -2.916 -0.856 0.126
H 4.060 -0.227 -2.389 0.090
H 4.631 -1.463 -3.565 0.094
H 5.544 -1.197 -2.094 0.089
H 3.522 -4.257 -1.399 0.090
H 5.213 -3.729 -1.608 0.089
H 4.176 -3.921 -3.022 0.094
H 0.224 3.476 -4.352 0.097
H -0.919 5.512 -2.754 0.094
C -0.759 3.042 -4.122 -0.025
C -1.690 4.753 -2.542 -0.044
N -1.175 3.409 -2.763 -0.180
H -0.683 1.956 -4.189 0.087
C -0.910 2.576 -1.752 -0.288
O -0.329 1.479 -1.945 -0.210
H -1.996 4.829 -1.490 0.094
H -1.248 2.894 -0.744 0.137
H -1.507 3.419 -4.829 0.091
H -2.565 4.931 -3.179 0.091
C 2.976 -1.682 2.426 -0.115
N 3.525 -0.362 2.140 -0.190
C 4.896 -0.148 2.593 -0.066
C 2.628 0.655 1.999 -0.716
S 0.953 0.358 2.096 0.633
N 3.064 1.930 1.840 -0.193
C 4.397 2.283 1.360 -0.066
C 2.039 2.974 1.735 -0.110
H 3.807 -2.395 2.454 0.085
H 2.244 -1.951 1.660 0.020
H 2.443 -1.688 3.387 0.086
H 5.548 0.115 1.754 0.075
H 4.972 0.641 3.352 0.093
H 5.262 -1.087 3.015 0.086
H 4.346 3.296 0.950 0.085
H 5.133 2.305 2.182 0.081
H 4.741 1.608 0.562 0.091
H 1.397 2.786 0.855 0.073
H 1.397 2.936 2.627 0.070
H 2.538 3.941 1.638 0.079

=====

# 5
21
Properties=species:S:1:pos:R:3:lowdin_charge:R:1 method="wB97M-V/def2-TZVPD" charge=+1 de_lowest_kcal_mol=40.26 multiplicity=1
C 2.378 0.017 0.067 -0.248
C 0.757 -1.641 -0.127 -0.058
C -0.167 -0.676 0.443 -0.347
C -1.655 -1.092 0.184 0.009
C 0.053 1.751 0.977 0.008
C -0.360 0.966 -1.322 -0.033
N 0.232 0.646 -0.036 -0.200
O 3.210 0.827 0.105 0.314
O 2.097 -1.131 -0.095 0.213
H 0.755 -2.548 0.415 0.143
H 0.478 -1.957 -1.199 0.190
H -0.090 -0.697 1.508 0.153
H -1.722 -2.131 0.430 0.092
H -1.994 -1.075 -0.817 0.072
H -2.337 -0.542 0.760 0.081
H 0.574 2.543 0.612 0.059
H -1.026 1.922 1.090 0.114
H 0.670 1.594 1.891 0.121
H -1.448 1.392 -1.137 0.153
H 0.234 1.671 -1.783 0.077
H -0.639 0.159 -1.967 0.087

=====

| no. | lowest unoccupied orbital energy (eV) | largest force on an atom (eV/Å) |
| --- | --- | --- |
| 1 | -1.388 | 0.50 |
| 2 | -5.989 | 12.89 |
| 3 | -3.678 | 5.19 |
| 4 | 0.182 | 2.54 |
| 5 | -4.193 | 5.12 |